Below is 2 unconnected molecules or ions with the total composition C3H4O2S in a non-equilibrium geometry, with properties calculated with ωB97M-V/def2-TZVPD.

Element x y z (Å)
C (1.42, -1.33, 0.67)
C (-0.90, -0.71, -0.64)
C (0.42, -1.14, -0.33)
O (2.33, -2.13, 0.54)
O (-0.03, -1.68, -1.40)
S (2.15, 1.30, -0.63)
H (1.19, -0.66, 1.50)
H (-1.61, -1.17, 0.12)
H (-1.05, 0.25, -1.23)
H (1.41, 1.48, -1.59)

Values from the calculation:
Charge = 0
Expectation value of S² = 2.014
2S+1 = 3
HOMO energy (alpha / beta) = -7.93 / -9.89 eV